This record from OMol25 describes a molecular structure, C45H58BrN2O4PdS2Si in a non-equilibrium geometry. The level of theory is wB97M-V/def2-TZVPD.

Results
* charge: +3
* energy relative to the best compared isomer or geometry (same formula, charge and spin): 0.000 eV
* electronic energy: -161821.056 eV
* E_LUMO (alpha / beta): -10.72 / -10.72 eV
* largest force on an atom: 1.84 eV/Å
* gap between HOMO and LUMO (alpha / beta): 5.19 / 5.19 eV
* HOMO level (alpha / beta): -15.91 / -15.91 eV

```
114
C45H58BrN2O4PdS2Si | OMol25 | wB97M-V/def2-TZVPD
Pd -0.1600 -0.3413 -0.2726
C -3.3698 1.0794 -1.4907
O -2.2791 1.3925 -0.5804
C -2.1914 2.5747 -0.0502
C -3.1347 3.5855 -0.2640
C -2.9991 4.7887 0.3825
C -1.9177 5.0676 1.2736
C -0.9907 4.1222 1.5129
C -1.0673 2.8265 0.8673
N -0.1993 1.8604 1.0626
N 0.7833 2.1793 1.8971
C 1.5416 1.3013 2.4773
C 1.3688 -0.2056 2.4089
O 0.5126 -0.7418 1.6949
C 2.2427 -1.0299 3.1867
C 3.2115 -0.4913 3.9480
C 3.4463 0.9359 4.0265
C 4.4662 1.4294 4.8258
C 4.6989 2.8001 4.9028
C 3.9084 3.6803 4.1767
C 2.8777 3.1971 3.3843
C 2.6371 1.8261 3.2955
H -3.3832 1.7972 -2.3080
H -3.1417 0.0837 -1.8518
H -4.3088 1.0846 -0.9414
H -3.9790 3.4142 -0.9124
H -3.7432 5.5585 0.2135
H -1.8577 6.0400 1.7424
H -0.1605 4.3037 2.1769
H 2.0806 -2.0965 3.1110
H 3.8662 -1.1362 4.5234
H 5.0819 0.7430 5.3933
H 5.4924 3.1760 5.5348
H 4.0841 4.7455 4.2393
H 2.2518 3.8872 2.8373
O 1.6988 0.2209 -0.9577
S 2.7021 1.3539 -0.6467
C 2.6655 2.4624 -2.0974
C 2.1549 1.7404 -3.3307
C 0.6237 1.7594 -3.3982
C 0.0626 0.6435 -4.2621
S 0.3009 -0.9358 -3.4082
O -0.6451 -0.8427 -2.1809
C -0.5978 -2.0027 -4.5063
C 0.0805 -2.4435 -5.6358
C -0.5887 -3.2576 -6.5357
C -1.9024 -3.6352 -6.2851
C -2.5524 -3.2058 -5.1353
C -1.9021 -2.3792 -4.2306
C 4.2694 0.5593 -0.8783
C 5.3857 1.2343 -0.3970
C 6.6365 0.6697 -0.5898
C 6.7518 -0.5560 -1.2351
C 5.6218 -1.2250 -1.6883
C 4.3626 -0.6692 -1.5136
H 3.6982 2.8011 -2.1893
H 2.0481 3.3220 -1.8298
H 2.5399 0.7171 -3.3195
H 2.5687 2.2073 -4.2256
H 0.2854 2.7238 -3.7832
H 0.1930 1.6565 -2.3983
H 0.5868 0.5500 -5.2168
H -1.0060 0.7332 -4.4609
H 1.1142 -2.1664 -5.8130
H -0.0810 -3.6079 -7.4241
H -2.4181 -4.2780 -6.9859
H -3.5694 -3.5194 -4.9404
H -2.3826 -2.0597 -3.3153
H 5.2859 2.1861 0.1145
H 7.5196 1.1814 -0.2318
H 7.7297 -0.9954 -1.3793
H 5.7216 -2.1826 -2.1813
H 3.4721 -1.1825 -1.8517
C -5.2958 -3.0194 1.0377
C -4.3887 -4.1866 0.6170
C -4.5475 -4.3631 -0.9002
C -4.9047 -5.4657 1.3133
Si -2.5641 -4.0013 1.1203
Br -2.2169 -1.6760 0.3216
C -2.2024 -3.8561 2.9832
C -0.9261 -3.0757 3.3145
C -2.0515 -5.2919 3.5299
C -3.3523 -3.1771 3.7395
C -1.2823 -4.9417 0.0710
C -1.6501 -6.4402 0.1121
C 0.1344 -4.7821 0.6395
C -1.2228 -4.4951 -1.3973
H -6.3062 -3.2279 0.6754
H -4.9804 -2.0708 0.5985
H -5.3579 -2.8934 2.1144
H -5.6141 -4.4208 -1.1330
H -4.0874 -5.2802 -1.2669
H -4.1319 -3.5185 -1.4569
H -5.9219 -5.6612 0.9631
H -4.9537 -5.3549 2.3970
H -4.3087 -6.3505 1.0830
H -0.0318 -3.5018 2.8674
H -0.7951 -3.0918 4.4013
H -1.0055 -2.0347 3.0028
H -1.1670 -5.7967 3.1411
H -2.9213 -5.9181 3.3232
H -1.9447 -5.2378 4.6169
H -3.5801 -2.1845 3.3438
H -3.0535 -3.0571 4.7848
H -4.2654 -3.7705 3.7345
H -1.7226 -6.8336 1.1281
H -0.8646 -7.0060 -0.3966
H -2.5863 -6.6506 -0.4056
H 0.2392 -5.2000 1.6391
H 0.4463 -3.7331 0.6625
H 0.8312 -5.3203 -0.0097
H -2.1717 -4.5940 -1.9185
H -0.4980 -5.1298 -1.9171
H -0.8847 -3.4607 -1.4924
```



This record from OMol25 describes a molecular structure, C45H60BrN5O3RbSb2SeSi in a non-equilibrium geometry. The level of theory is wB97M-V/def2-TZVPD.

Results
* charge: -1
* energy relative to the best compared isomer or geometry (same formula, charge and spin): 0.288 eV
* electronic energy: -218228.509 eV
* E_LUMO: 1.94 eV
* largest force on an atom: 1.99 eV/Å
* gap between HOMO and LUMO: 6.37 eV
* HOMO level: -4.43 eV

```
119
C45H60BrN5O3RbSb2SeSi | OMol25 | wB97M-V/def2-TZVPD
Rb 0.1831 1.2175 -0.1565
C 3.9832 -1.9601 -1.0553
C 3.1503 -2.9091 -1.9202
C 2.7096 -2.2688 -3.2362
Sb 1.0822 -0.8525 -2.8791
C -0.1609 -2.4424 -2.1317
C -0.8114 -2.3549 -0.9019
C -1.5877 -3.4079 -0.4278
C -1.7051 -4.5743 -1.1661
C -1.0589 -4.6800 -2.3916
C -0.3038 -3.6191 -2.8708
C 0.3828 -1.0252 -4.8934
C -0.9590 -1.2623 -5.1827
C -1.3973 -1.3557 -6.4974
C -0.4971 -1.2133 -7.5447
C 0.8414 -0.9677 -7.2707
C 1.2755 -0.8686 -5.9541
Sb 4.0525 -2.3036 1.0793
C 5.6556 -3.7400 0.9417
C 5.5930 -5.0030 1.5296
C 6.6680 -5.8807 1.4541
C 7.8306 -5.5073 0.7952
C 7.9169 -4.2458 0.2225
C 6.8400 -3.3721 0.3014
C 2.4808 -3.7407 1.2619
C 2.4359 -4.9451 0.5566
C 1.4076 -5.8524 0.7676
C 0.4161 -5.5758 1.7003
C 0.4527 -4.3882 2.4160
C 1.4771 -3.4730 2.1948
H 3.6642 -0.9211 -1.1735
H 5.0278 -2.0020 -1.3740
H 2.2708 -3.2673 -1.3795
H 3.7553 -3.7994 -2.1234
H 2.3548 -3.0203 -3.9451
H 3.5467 -1.7450 -3.7092
H -0.7467 -1.4489 -0.3099
H -2.1167 -3.3099 0.5112
H -2.3020 -5.3971 -0.7915
H -1.1461 -5.5880 -2.9764
H 0.1729 -3.7079 -3.8407
H -1.6700 -1.3785 -4.3734
H -2.4455 -1.5360 -6.7035
H -0.8374 -1.2938 -8.5698
H 1.5497 -0.8532 -8.0826
H 2.3248 -0.6731 -5.7595
H 4.6928 -5.3163 2.0464
H 6.5947 -6.8599 1.9115
H 8.6659 -6.1933 0.7308
H 8.8241 -3.9396 -0.2841
H 6.9366 -2.3876 -0.1451
H 3.2103 -5.1798 -0.1646
H 1.3826 -6.7785 0.2063
H -0.3811 -6.2893 1.8708
H -0.3107 -4.1745 3.1534
H 1.4964 -2.5443 2.7525
C -5.7332 0.3783 -1.6508
C -4.3632 0.4574 -1.0333
N -4.1400 0.4227 0.2260
O -5.3309 0.2933 0.9845
C -3.2105 0.6061 -1.9733
C -3.4567 0.7128 -3.4509
N -2.0347 0.6707 -1.4598
O -0.9901 0.8313 -2.2540
H -6.5088 0.2933 -0.9004
H -5.7910 -0.4823 -2.3203
H -5.9179 1.2672 -2.2570
H -4.9811 0.2847 1.8819
H -4.0679 -0.1106 -3.8300
H -2.4943 0.7079 -3.9562
H -3.9707 1.6446 -3.7092
O 1.2181 0.1490 2.2239
H 0.3008 -0.0711 2.4832
H 1.4334 0.9020 2.8039
C 0.0974 6.4328 4.0171
Si 1.3884 5.0937 4.3623
C 1.8160 5.2316 6.1873
C 2.9273 5.6051 3.4074
Se 0.6739 3.0759 3.8089
H 0.2192 7.2936 4.6829
H -0.9097 6.0310 4.1515
H 0.1838 6.7944 2.9898
H 2.0825 6.2607 6.4527
H 2.6558 4.5802 6.4396
H 0.9613 4.9271 6.7957
H 3.2204 6.6365 3.6341
H 2.7379 5.5280 2.3334
H 3.7658 4.9466 3.6467
Br -5.8182 -0.6511 4.7552
C -4.1132 -0.4612 3.9609
C -3.4597 0.7533 4.0153
C -2.2044 0.8414 3.4244
N -1.6247 -0.1895 2.8105
C -2.2806 -1.3463 2.7612
C -3.5325 -1.5422 3.3211
H -3.8930 1.6103 4.5106
H -1.6369 1.7670 3.4714
H -1.7808 -2.1593 2.2487
H -4.0307 -2.4987 3.2605
C -0.4949 5.1658 0.4162
C -1.5004 6.3499 0.4938
N -2.8296 5.9258 0.0393
C -2.7081 5.3938 -1.3196
C -1.7856 4.1448 -1.3246
N -1.2044 3.9505 0.0078
C -2.2840 3.6907 0.9694
C -3.3097 4.8559 0.9230
H -0.0259 4.9674 1.3821
H 0.2960 5.3600 -0.3132
H -1.1794 7.1879 -0.1297
H -1.5976 6.7147 1.5167
H -2.3111 6.1881 -1.9564
H -3.7082 5.1456 -1.6835
H -0.9727 4.2438 -2.0478
H -2.3393 3.2402 -1.5809
H -1.8212 3.6030 1.9553
H -2.7505 2.7337 0.7170
H -3.4711 5.2799 1.9165
H -4.2769 4.5170 0.5436
```



Number 1 is which compound? C45H58BrN2O4PdS2Si